23
Properties=species:S:1:pos:R:3 method="wB97M-V/def2-TZVPD" e_homo_ev=-14.06 lumo_energy_ha=-0.100 charge=+1
N 1.3718 0.9241 0.5826
C 0.4378 -0.1508 0.9642
C -0.1093 -0.7548 -0.3157
C 0.9119 -1.5624 -1.0715
O -0.5098 0.3826 -1.0763
C -0.6133 0.4707 1.8970
N 0.0351 1.4200 2.7995
H 2.0097 0.5824 -0.1247
H 0.8692 1.7279 0.1958
H 1.8401 1.2493 1.4270
H 1.0413 -0.8666 1.5111
H -0.9866 -1.3564 -0.0882
H 1.8890 -1.0939 -1.2307
H 1.2130 -2.5562 -0.7320
H 0.6440 -1.7408 -2.1115
H -0.9087 0.1038 -1.9289
H -1.2614 -0.3261 2.2672
H -1.2292 1.0200 1.2122
H 0.2789 0.9853 3.6732
H -0.6014 2.1735 3.0292
H -2.7912 -0.6003 -3.4600
H -1.6381 0.2520 -4.0881
O -1.8930 -0.2834 -3.3313

***

14
Properties=species:S:1:pos:R:3 method="wB97M-V/def2-TZVPD" e_homo_ev=-14.78 lumo_energy_ha=-0.200 charge=+1 smiles="C=C(C)[N+]1=CC1"
C -1.8926 -0.6029 -0.2419
C -0.6704 -0.0964 -0.2340
C -0.3522 1.4757 0.4652
N 0.4984 -0.8120 -0.2985
C 1.0952 -1.8742 -0.1075
C 2.0167 -0.6716 -0.1503
H -1.8733 -1.5848 -0.6974
H -2.6992 -0.0117 0.0106
H -0.2866 1.2632 1.5766
H -1.2236 2.0221 0.1186
H 0.6633 1.8097 0.1122
H 0.9644 -2.9948 -0.0177
H 2.2364 -0.2619 0.8299
H 2.4513 -0.3778 -1.1356

***

102
Properties=species:S:1:pos:R:3 method="wB97M-V/def2-TZVPD" e_homo_ev="-5.29 / -7.17" spin_multiplicity=5 lumo_energy_ha="0.015 / -0.053" charge=0
Ir 0.3460 0.4116 0.2895
O 3.1517 0.4008 3.0980
C 2.6233 -0.1158 2.1238
O 1.3530 0.1001 1.9332
C 3.3876 -0.9363 1.2204
C 4.7676 -0.7961 1.2546
C 5.5623 -1.4313 0.2867
C 4.9413 -2.2976 -0.5690
C 3.5803 -2.5783 -0.4936
C 2.7743 -1.7991 0.3266
P 0.9701 -1.8556 0.1730
C 0.5667 -3.0989 1.4344
C -0.0103 -2.8004 2.7107
C 0.0612 -3.7187 3.7643
C 0.7325 -4.9267 3.6115
C 1.0378 -5.3480 2.3229
C 1.1899 -4.3712 1.3072
C 0.7014 -2.6334 -1.4224
C -0.0958 -3.7775 -1.6113
C -0.2013 -4.3432 -2.8719
C 0.6325 -3.9672 -3.8990
C 1.3202 -2.7674 -3.7575
C 1.3727 -2.0767 -2.5460
H 5.2365 -0.1816 2.0503
H 6.6448 -1.2863 0.2423
H 5.5994 -2.8387 -1.2750
H 3.1924 -3.4218 -1.0077
H -0.5037 -1.8251 2.7943
H -0.3313 -3.4596 4.7590
H 0.8912 -5.5662 4.4793
H 1.2683 -6.3601 2.0385
H 1.6909 -4.6377 0.3650
H -0.5787 -4.2716 -0.7498
H -0.9493 -5.0681 -3.0303
H 0.7500 -4.5312 -4.8160
H 1.8198 -2.3789 -4.6380
H 2.0200 -1.2151 -2.4361
S -1.1957 2.1685 -0.4157
C -2.7231 1.8749 0.3645
C -3.5020 2.8474 1.0308
C -4.7832 2.4942 1.4194
C -5.2886 1.2240 1.1901
C -4.4720 0.2352 0.6008
C -3.1519 0.5566 0.2434
As -1.6864 -0.4910 -0.6370
C -2.2528 -0.0648 -2.4620
C -3.6054 -0.0546 -2.8464
C -3.9715 0.4070 -4.1496
C -2.9575 0.8634 -4.9752
C -1.6355 0.7973 -4.6176
C -1.2371 0.2813 -3.3618
C -2.7740 -2.2503 -0.3200
C -3.0175 -3.1946 -1.3346
C -3.8299 -4.3368 -1.1327
C -4.4497 -4.5436 0.0713
C -4.2016 -3.6008 1.1091
C -3.3211 -2.5540 0.9514
H -3.0442 3.8096 1.2100
H -5.4356 3.2890 1.8033
H -6.3444 1.0598 1.3113
H -4.7905 -0.7868 0.4377
H -4.3632 -0.4465 -2.1582
H -5.0216 0.5297 -4.4303
H -3.2481 1.3611 -5.8987
H -0.8797 1.1402 -5.3667
H -0.1815 0.2378 -3.0645
H -2.6992 -3.0053 -2.3853
H -3.9141 -5.0320 -1.9695
H -5.1553 -5.3574 0.2281
H -4.6184 -3.7627 2.0847
H -3.0301 -1.9298 1.8063
C 0.7469 3.3144 5.0928
C 1.0150 3.7736 3.6964
C 0.9412 5.1281 3.2963
C 1.2297 5.4476 1.9905
C 1.0992 6.8708 1.4974
C 1.3875 4.4597 1.0442
C 1.3838 3.0771 1.3449
C 1.2205 2.7804 2.7458
N 1.3961 2.2043 0.2372
C 2.0015 2.7271 -1.1014
C 2.3649 1.4660 -1.8145
C 3.3685 3.4029 -0.7907
C 1.0969 3.6789 -1.9476
H 1.4182 3.8513 5.7863
H 0.9093 2.2283 5.2010
H -0.2719 3.6033 5.4489
H 0.5439 5.8516 4.0226
H 0.9151 7.5593 2.3306
H 0.2807 6.9815 0.8223
H 2.0455 7.1403 0.9632
H 1.5329 4.8080 0.0191
H 1.3091 1.7186 3.0856
H 3.0657 0.8867 -1.2184
H 2.7447 1.7274 -2.8227
H 1.4743 0.8859 -2.0277
H 3.8627 2.9668 0.1018
H 3.3479 4.4830 -0.5496
H 4.0660 3.2735 -1.6362
H 1.0636 3.2825 -2.9851
H 1.6273 4.6390 -2.0311
H 0.0809 3.7849 -1.6003

***

8
Properties=species:S:1:pos:R:3 method="wB97M-V/def2-TZVPD" e_homo_ev=-8.66 lumo_energy_ha=-0.056 charge=0
N 0.7117 1.1057 0.5254
N 0.0166 -2.0309 -1.2682
O -0.7554 -0.9305 -0.3059
O 0.5475 -1.5799 -2.1159
O -1.8836 0.2722 1.3906
S -1.0760 0.4459 0.2879
H 0.9597 1.2003 1.4719
H 1.4796 1.5173 0.0144

***

82
Properties=species:S:1:pos:R:3 method="wB97M-V/def2-TZVPD" e_homo_ev=-14.21 lumo_energy_ha=-0.325 charge=+3
Bi -0.1336 -0.4753 0.4892
P 0.3044 -2.4333 -1.1840
P 2.7517 -0.0138 0.9377
P -2.4159 0.5849 -0.6625
H 1.8119 3.7659 -0.5982
C 0.7585 3.8205 -0.3288
C 0.3449 3.8575 0.9482
H 1.0463 3.8717 1.7950
C 0.9908 -1.7282 -2.7219
C 1.5383 -3.5788 -0.4995
C -1.2300 -3.3235 -1.5553
C 3.2533 1.5916 1.6574
C 3.6009 -1.2307 2.0199
C 3.7775 -0.0813 -0.5795
C -2.8862 2.2866 -0.2651
C -3.8868 -0.4516 -0.3347
C -2.2695 0.5851 -2.4829
H 0.0483 3.8702 -1.1538
H -0.7261 3.9140 1.1926
H 1.3012 -2.5587 -3.3797
H 1.8568 -1.0841 -2.5047
H 0.2486 -1.0958 -3.2304
H 1.5375 -4.4756 -1.1360
H 1.2586 -3.8578 0.5293
H 2.5428 -3.1235 -0.4740
H -0.9648 -4.1798 -2.1954
H -1.9574 -2.6751 -2.0747
H -1.6912 -3.6826 -0.6192
H 4.3181 1.7607 1.4281
H 3.1155 1.5829 2.7515
H 2.6598 2.4158 1.2270
H 4.6721 -1.2544 1.7594
H 3.1758 -2.2343 1.8551
H 3.4833 -0.9511 3.0801
H 4.8272 0.0624 -0.2912
H 3.4619 0.7248 -1.2539
H 3.6507 -1.0553 -1.0677
H -3.6549 2.6532 -0.9720
H -2.0081 2.9552 -0.3142
H -3.2898 2.3123 0.7580
H -4.7833 -0.0017 -0.7828
H -4.0232 -0.5291 0.7500
H -3.7517 -1.4643 -0.7371
H -3.1847 0.9983 -2.9368
H -2.0968 -0.4256 -2.8837
H -1.4044 1.2020 -2.7697
C -0.8024 0.5365 -5.9422
C -0.1658 0.4406 -7.1967
C -0.1304 1.5773 -8.0238
C -0.7482 2.7786 -7.6133
C -1.4571 2.8169 -6.4141
C -1.5563 1.6734 -5.6210
O -0.6923 -0.3842 -4.9133
H -0.1137 -1.1292 -5.1251
H 0.2965 -0.5020 -7.5295
H 0.3722 1.5473 -8.9928
H -0.6775 3.6712 -8.2390
H -1.9410 3.7360 -6.0708
H -2.1498 1.6582 -4.7142
C 1.2294 -1.4737 5.2765
N 0.9232 -0.0165 5.3421
C 2.0687 0.8044 5.8114
C 0.2712 0.5297 4.0547
C -0.9133 -0.3289 3.7323
C -1.8623 -0.5067 4.7564
C -2.8353 -1.5010 4.6393
C -2.9317 -2.2593 3.4764
C -2.0513 -1.9997 2.4117
C -1.0618 -1.0206 2.5141
H 1.8003 -1.7050 4.3633
H 0.2893 -2.0450 5.2827
H 1.8201 -1.7406 6.1627
H 0.1944 0.0701 6.0627
H 2.8665 0.7879 5.0644
H 1.7061 1.8326 5.9189
H 2.4158 0.4086 6.7726
H -0.0100 1.5664 4.2946
H 1.0422 0.5135 3.2713
H -1.8223 0.1165 5.6608
H -3.5323 -1.6686 5.4629
H -3.6782 -3.0485 3.3823
H -2.1409 -2.5864 1.4920

***

97
Properties=species:S:1:pos:R:3 method="wB97M-V/def2-TZVPD" e_homo_ev=-4.74 lumo_energy_ha=0.003 charge=-1
C 0.0999 -3.3101 -2.8825
C -1.0472 -4.3676 -3.2363
P -1.5306 -4.0145 -5.0337
C -1.0917 -5.4584 -6.1381
C -3.4286 -3.9549 -5.0094
N -3.8652 -5.2457 -5.5910
O -4.0667 -3.4514 -3.8620
B -5.4748 -3.0808 -4.1936
Cl -6.4266 -4.6368 -3.7068
C -6.0236 -1.6384 -3.6297
C -7.4321 -1.6803 -2.9278
C -8.6185 -2.0780 -3.8484
C -9.9030 -2.3844 -3.1875
C -11.0713 -2.7606 -3.9665
C -11.0280 -2.8956 -5.4335
C -9.7486 -2.5881 -6.0869
C -8.5864 -2.1696 -5.2930
O -5.3217 -2.8103 -5.6639
C -3.9588 -2.8829 -6.0985
P -3.1629 -1.1874 -6.1589
O -2.8464 -0.6111 -4.6320
O -4.1780 -0.0754 -6.8978
S -1.5121 -1.1866 -7.2063
H 0.3526 -3.3837 -1.7940
H 0.9572 -3.5306 -3.5659
H -0.3329 -2.3097 -3.1633
H -0.7187 -5.4269 -3.0721
H -1.9180 -4.1636 -2.5604
H -1.4496 -6.4555 -5.7628
H 0.0153 -5.5184 -6.3296
H -1.5822 -5.3142 -7.1391
H -4.1868 -5.8492 -4.8329
H -4.5753 -5.1295 -6.3120
H -5.9361 -0.8419 -4.4210
H -5.2830 -1.3285 -2.8272
H -7.4293 -2.3142 -2.0076
H -7.6476 -0.6241 -2.5750
H -10.0277 -2.3079 -2.0800
H -12.0473 -2.9605 -3.4713
H -11.9214 -3.2142 -6.0232
H -9.7335 -2.6957 -7.1935
H -7.6580 -1.9241 -5.8531
H -3.9840 -3.2353 -7.1617
H -2.4475 0.2772 -4.6907
H -3.6181 0.5489 -7.3982
O 3.3328 0.5739 1.4939
P 2.5144 1.2948 0.4473
O 3.5303 1.0563 -0.8461
C 4.1511 -0.2054 -1.0659
C 3.2237 -1.1971 -1.7443
O 2.9428 2.8356 0.8350
C 3.4974 3.1491 2.1073
C 5.0116 3.1350 2.0493
O 1.3831 2.0150 -0.5559
C 0.9213 1.4321 -1.7646
C -0.1102 0.3510 -1.5154
H 4.5408 -0.6293 -0.1383
H 5.0139 -0.0235 -1.7118
H 2.3191 -1.3572 -1.1525
H 3.7215 -2.1592 -1.8811
H 2.9168 -0.8364 -2.7281
H 3.1144 2.4828 2.8806
H 3.1567 4.1567 2.3658
H 5.3931 2.1783 1.6872
H 5.4386 3.3289 3.0359
H 5.3749 3.8962 1.3549
H 1.7454 1.0738 -2.3783
H 0.4555 2.2381 -2.3378
H 0.2627 -0.4037 -0.8186
H -0.3845 -0.1336 -2.4539
H -1.0111 0.7809 -1.0732
O 5.3539 3.9934 6.4917
P 5.1107 3.7685 7.9659
O 6.6870 3.8973 8.4811
C 7.5426 4.9117 7.9693
C 7.3213 6.2521 8.6454
O 4.9790 2.1318 7.9375
C 4.6955 1.4344 6.7273
C 5.9767 0.9749 6.0622
O 4.5889 3.6377 9.5559
C 4.9596 4.5394 10.5836
C 4.1652 5.8293 10.5200
H 7.4413 5.0156 6.8874
H 8.5679 4.5825 8.1560
H 6.2865 6.5839 8.5294
H 7.9780 7.0125 8.2177
H 7.5327 6.1902 9.7151
H 4.0839 2.0385 6.0571
H 4.0950 0.5597 6.9950
H 6.6570 1.8085 5.8769
H 5.7635 0.4823 5.1114
H 6.5126 0.2746 6.7069
H 6.0326 4.7220 10.5907
H 4.7391 4.0370 11.5291
H 4.2331 6.2907 9.5320
H 4.5267 6.5356 11.2699
H 3.1087 5.6333 10.7127

***

23
Properties=species:S:1:pos:R:3 method="wB97M-V/def2-TZVPD" e_homo_ev=-9.57 lumo_energy_ha=0.030 charge=0 smiles="CC[C@@](N)(O)[C@H](O)C(C)=O"
C 0.0756 -0.5132 2.1645
C 0.5257 -1.0840 0.8251
C 0.9534 -0.0563 -0.2412
N 2.1894 0.5651 0.1698
O 1.1853 -0.7219 -1.4638
C -0.1447 1.0260 -0.5561
O -0.1128 2.0412 0.4079
C -1.5332 0.4211 -0.6408
C -1.8234 -0.4303 -1.8340
O -2.3364 0.6693 0.2318
H 0.8115 0.1788 2.5648
H -0.0471 -1.3268 2.8760
H -0.8782 -0.0018 2.0751
H -0.2767 -1.6903 0.3990
H 1.3911 -1.7326 0.9864
H 2.0346 1.1204 1.0033
H 2.5122 1.1974 -0.5563
H 1.9945 -1.2369 -1.3588
H 0.1266 1.4490 -1.5336
H -0.9515 1.9770 0.8972
H -0.9360 -0.9811 -2.1312
H -2.1036 0.2277 -2.6562
H -2.6563 -1.0980 -1.6289